(1)
Entry from the OMol25 dataset: a molecular structure, C36H50F6MnN4O3P2SSe2 (ωB97M-V with the def2-TZVPD basis set).

```
105
C36H50F6MnN4O3P2SSe2 ωB97M-V with the def2-TZVPD basis set
Mn 0.8911 0.6100 -0.4150
Se -1.0486 2.3619 1.0612
P -1.5982 2.9366 -0.9176
Se -0.1782 2.4231 -2.4336
C -3.2396 2.1966 -1.2610
C -3.3147 0.9944 -1.9538
C -4.5378 0.3559 -2.1158
C -5.6932 0.9179 -1.5939
C -5.6207 2.1146 -0.8898
C -4.3987 2.7445 -0.7139
C -1.8882 4.7410 -1.0083
C -1.1040 5.5782 -0.2208
C -1.2167 6.9553 -0.3431
C -2.1182 7.5056 -1.2437
C -2.8972 6.6739 -2.0380
C -2.7739 5.2964 -1.9282
H -2.3972 0.5535 -2.3269
H -4.5840 -0.5900 -2.6438
H -6.6478 0.4208 -1.7220
H -6.5181 2.5502 -0.4662
H -4.3371 3.6615 -0.1403
H -0.3955 5.1407 0.4732
H -0.5860 7.5957 0.2606
H -2.2057 8.5820 -1.3360
H -3.5934 7.0983 -2.7521
H -3.3645 4.6488 -2.5652
N 2.9459 1.1287 2.1206
C 2.7915 2.2397 1.3505
O 2.2495 2.1384 0.2266
C 3.2756 3.4900 1.8607
C 3.8897 3.5482 3.1263
N 4.3813 3.5932 4.1764
C 3.0691 4.6983 1.1603
N 2.9174 5.7171 0.6328
H 3.1979 1.2517 3.0867
H 2.3470 0.3346 1.8664
C 2.2464 -3.3877 1.0126
C 1.5080 -3.1655 2.3461
C 2.5556 -2.5585 3.2924
C 1.0787 -4.5260 2.9035
P 0.1788 -1.8134 2.0342
N 0.7726 -0.7306 1.1371
C -0.3539 -1.1712 3.7540
C -0.4833 -2.2074 4.8746
C -1.6833 -0.4102 3.6470
C 0.6699 -0.1073 4.1696
C -1.3575 -2.6963 1.2934
C -2.2160 -3.5596 2.2254
C -0.8644 -3.5997 0.1558
C -2.2491 -1.6258 0.6383
H 3.2432 -3.7923 1.2207
H 2.3552 -2.4422 0.4807
H 1.7365 -4.0976 0.3649
H 3.4170 -3.2335 3.3401
H 2.1889 -2.4257 4.3102
H 2.9083 -1.5978 2.9139
H 1.9760 -5.1342 3.0724
H 0.4497 -5.0759 2.2031
H 0.5495 -4.4549 3.8531
H -1.1804 -3.0096 4.6290
H -0.8643 -1.7034 5.7710
H 0.4727 -2.6569 5.1410
H -2.5455 -1.0665 3.5499
H -1.6746 0.2906 2.8116
H -1.8200 0.1703 4.5663
H 1.6808 -0.4973 4.2838
H 0.3633 0.3186 5.1315
H 0.6974 0.6925 3.4306
H -1.6468 -4.3499 2.7147
H -2.9987 -4.0419 1.6263
H -2.7182 -2.9772 2.9956
H -0.4250 -4.5262 0.5252
H -0.1339 -3.0784 -0.4591
H -1.7197 -3.8714 -0.4743
H -2.8833 -1.1090 1.3525
H -2.9076 -2.1104 -0.0926
H -1.6506 -0.8841 0.1115
O -0.4290 -0.8469 -1.8167
S 0.2294 -1.7157 -2.8470
C -1.2230 -2.5133 -3.6565
C -1.4986 -1.8288 -4.9990
C -0.8536 -0.4463 -4.9308
C 0.5070 -0.6713 -4.2974
H -2.0181 -2.3478 -2.9287
H -1.0447 -3.5857 -3.7416
H -2.5696 -1.7798 -5.2074
H -1.0361 -2.4030 -5.8076
H -1.4283 0.2327 -4.2980
H -0.7652 0.0176 -5.9152
H 1.0089 0.2165 -3.9269
H 1.1857 -1.2207 -4.9573
C 3.9679 -1.7432 -2.7208
C 3.6300 -0.3518 -2.1456
O 2.3384 -0.2624 -1.7837
C 3.9624 0.7107 -3.2304
F 3.5314 1.9266 -2.9278
F 5.2915 0.8048 -3.5011
F 3.3810 0.3721 -4.4135
C 4.6034 -0.1124 -0.9471
F 4.1949 -0.8016 0.1245
F 5.8712 -0.5505 -1.2094
F 4.7213 1.1681 -0.5960
H 3.2504 -1.9660 -3.5073
H 3.8394 -2.4745 -1.9224
H 4.9800 -1.8113 -3.1203
```

Results
Total charge: -2
2S+1: 6
Gap between HOMO and LUMO (alpha / beta): 5.76 / 5.94 eV
E_HOMO (alpha / beta): -2.1 / -2.3 eV
<S²>: 8.75



(2)
Entry from the OMol25 dataset: a molecular structure, C36H50N10O8Ti in a non-equilibrium geometry (ωB97M-V with the def2-TZVPD basis set).

```
105
C36H50N10O8Ti ωB97M-V with the def2-TZVPD basis set
Ti 0.1089 0.7196 -1.9626
O 3.5384 5.9960 -2.4284
C 2.6463 5.0066 -2.0893
C 2.4926 4.4610 -0.8331
C 1.6657 3.3150 -0.6282
N 0.9724 2.7815 -1.6697
C 1.0817 3.4246 -2.8800
C 1.8816 4.5301 -3.1547
C 0.0738 2.8808 -3.8866
O 0.0986 3.2353 -5.0584
O -0.7114 1.9830 -3.4068
C 1.5643 2.8631 0.8120
O 2.6610 2.7738 1.4205
O 0.4043 2.7837 1.2475
H 3.7599 6.4737 -1.6127
H 3.1334 4.8487 -0.0054
H 1.8909 4.9750 -4.1829
N -1.4987 1.5231 -0.5356
N -2.7975 1.0647 -0.8902
C -2.8451 -0.0615 -1.6328
N -4.0569 -0.7174 -1.7225
N -1.7405 -0.4890 -2.1416
N -2.0253 -1.7512 -2.8836
O -2.7771 -1.6355 -3.9785
O -0.7308 -2.3945 -3.1207
H -1.2250 1.0055 0.3201
H -1.6372 2.5096 -0.3447
H -3.3823 0.9462 -0.0441
H -4.8222 -0.0538 -1.6426
H -4.1141 -1.3943 -2.5011
C 4.0526 1.7263 -1.6695
C 3.3073 0.4215 -1.9994
C 3.8959 -0.2418 -3.1879
C 3.3373 -0.4202 -0.7057
C 4.5775 -0.9417 -0.3281
C 4.8734 -1.2957 0.9587
C 3.9663 -1.0832 1.9357
C 2.6434 -0.7039 1.6240
C 1.6557 -0.4530 2.7776
C 2.3331 0.4839 3.8201
C 1.3210 -1.7765 3.5144
C 2.3006 -0.4584 0.3030
N 0.9596 -0.2920 -0.1302
C 0.1808 -1.3723 0.1752
C -1.0951 -1.5151 0.6859
N -1.6537 -0.5740 1.3672
C -2.9015 -0.5696 1.9418
C -3.2804 0.6728 2.5783
C -4.6155 0.8145 3.0440
C -5.4946 -0.2413 3.0032
C -4.9927 -1.4954 2.6128
C -3.7143 -1.6989 2.0783
C -3.4897 -3.2176 1.7767
C -2.2894 -3.9378 2.4075
C -3.7431 -3.5881 0.2556
C -2.2351 1.6992 2.8443
C -2.7618 3.0919 2.8797
C -1.5486 1.2804 4.1889
H 3.9017 2.4661 -2.4645
H 5.1610 1.5654 -1.6987
H 3.7966 2.0886 -0.6801
H 2.3191 0.7882 -2.2080
H 4.9497 -0.3093 -3.1944
H 3.7253 0.3995 -4.0622
H 3.4835 -1.2488 -3.3629
H 5.3084 -1.0328 -1.1469
H 5.8879 -1.7445 1.1029
H 4.1835 -1.3910 2.9707
H 0.7624 0.0265 2.3848
H 3.2380 0.0042 4.1871
H 1.7276 0.5360 4.7405
H 2.3987 1.4469 3.3728
H 2.1781 -2.3601 3.7478
H 0.5816 -2.4098 2.9635
H 0.8026 -1.5225 4.4757
H 0.6350 -2.3075 -0.0689
H -1.5796 -2.4760 0.5125
H -4.9432 1.7435 3.4761
H -6.5234 -0.1317 3.3458
H -5.7464 -2.3243 2.5508
H -4.3557 -3.6730 2.1810
H -1.3614 -3.6295 1.8880
H -2.4687 -4.9812 2.1949
H -2.2593 -3.7251 3.4736
H -2.8854 -3.5234 -0.4341
H -4.5134 -3.0106 -0.2350
H -4.0406 -4.6590 0.2604
H -1.4295 1.6003 2.1301
H -3.2434 3.3733 3.8465
H -3.5343 3.3549 2.0827
H -1.9696 3.7875 2.6401
H -2.2657 1.2407 4.9767
H -0.7661 2.0008 4.3694
H -1.0272 0.2975 3.9961
C 1.8460 -3.4018 -2.7815
N 1.4024 -2.6936 -3.9435
C 0.2796 -1.7416 -3.7998
N -0.1472 -1.4956 -5.1666
O 0.7168 -0.5912 -3.1739
H 2.7247 -3.9369 -3.0087
H 1.2233 -4.1729 -2.3284
H 2.2001 -2.6911 -2.0202
H 1.1776 -3.3633 -4.6724
H -1.1535 -1.3777 -5.1950
H 0.4045 -0.7117 -5.5401
```

Results
Total charge: -2
2S+1: 3
Gap between HOMO and LUMO (alpha / beta): 5.23 / 5.26 eV
E_HOMO (alpha / beta): -1.2 / -1.2 eV
<S²>: 2.03



(3)
Entry from the OMol25 dataset: a molecular structure, C36H50N5P2Pb in a non-equilibrium geometry (ωB97M-V with the def2-TZVPD basis set).

```
94
C36H50N5P2Pb ωB97M-V with the def2-TZVPD basis set
Pb -1.1294 -0.5583 -0.3291
C -0.3010 -2.5773 4.5078
C -0.8478 -2.7550 3.0964
C -2.3074 -2.3093 3.0286
P 0.0388 -1.8182 1.7291
C 1.2637 -3.0671 1.0111
C 2.1907 -2.3352 0.0416
C 2.0729 -3.8598 2.0317
C 1.0930 -0.4884 2.3438
C 2.0329 -0.7194 3.3520
C 2.9331 0.2466 3.7500
C 3.9377 -0.0062 4.8330
C 2.8889 1.4795 3.0960
C 1.9803 1.7311 2.1026
C 1.0344 0.7662 1.6875
N 0.1688 1.0264 0.6794
C -0.0061 2.3677 0.2891
C -0.5425 3.3092 1.1812
C -0.8921 2.9161 2.5843
C -0.7205 4.6173 0.7557
C -0.3762 5.0248 -0.5256
C -0.5547 6.4419 -0.9796
C 0.1479 4.0794 -1.3942
C 0.3438 2.7648 -1.0052
C 0.9602 1.8041 -1.9837
H -1.0127 -2.9933 5.2186
H -0.1668 -1.5242 4.7461
H 0.6439 -3.0958 4.6510
H -0.7980 -3.8120 2.8057
H -2.3929 -1.2421 3.2212
H -2.9010 -2.8450 3.7674
H -2.7128 -2.5116 2.0382
H 0.6386 -3.7719 0.4451
H 2.7614 -1.5734 0.5702
H 1.6187 -1.8392 -0.7480
H 2.8936 -3.0330 -0.4122
H 2.7805 -3.2185 2.5488
H 2.6388 -4.6374 1.5200
H 1.4270 -4.3410 2.7618
H 2.0557 -1.6835 3.8344
H 4.0579 -1.0718 5.0166
H 3.6258 0.4692 5.7639
H 4.9038 0.4118 4.5556
H 3.5968 2.2449 3.3756
H 1.9941 2.6895 1.6057
H -1.3614 1.9354 2.6117
H -1.5717 3.6410 3.0194
H 0.0025 2.8733 3.2043
H -1.1455 5.3407 1.4385
H -0.7814 7.0927 -0.1401
H -1.3670 6.5114 -1.7029
H 0.3527 6.7943 -1.4662
H 0.4238 4.3749 -2.3970
H 1.7269 2.3121 -2.5664
H 0.1978 1.4247 -2.6740
H 1.4132 0.9609 -1.4661
C -3.4191 0.1870 -0.0121
C -3.8456 0.9914 1.1358
C -3.6787 2.3812 1.1413
C -4.0558 3.1362 2.2286
C -4.5830 2.5142 3.3648
C -4.7748 1.1306 3.3651
C -4.4326 0.3911 2.2552
C -4.9207 3.2905 4.4921
N -5.1756 3.9320 5.4097
H -3.5032 0.7713 -0.9290
H -4.0324 -0.7084 -0.1118
H -3.2276 2.8709 0.2880
H -3.9422 4.2099 2.2191
H -5.1982 0.6498 4.2347
H -4.6327 -0.6731 2.2375
C 1.6617 -1.3369 -6.6089
N 0.2494 -1.8984 -6.4445
C 0.3809 -3.3830 -6.1131
N 1.2037 -3.5799 -4.9850
C 2.5284 -3.0263 -5.2093
N 2.4516 -1.6004 -5.4716
C 2.0593 -0.8355 -4.3043
P 0.3452 -1.2600 -3.6684
C -0.4776 -1.1832 -5.3740
C 0.6088 -3.1243 -3.7438
H 1.5739 -0.2610 -6.7744
H 2.0986 -1.8119 -7.4918
H -0.2592 -1.7960 -7.3275
H 0.8210 -3.8739 -6.9868
H -0.6228 -3.7783 -5.9342
H 2.9845 -3.5256 -6.0694
H 3.1489 -3.2005 -4.3310
H 2.0941 0.2296 -4.5479
H 2.7769 -1.0141 -3.4990
H -0.5779 -0.1316 -5.6566
H -1.4825 -1.6081 -5.2904
H -0.3541 -3.6240 -3.6025
H 1.2580 -3.4155 -2.9151
```

Results
Total charge: +1
Gap between HOMO and LUMO: 5.74 eV
E_HOMO: -8.7 eV



(4)
Entry from the OMol25 dataset: a molecular structure, C36H50N8O10P2RbS (ωB97M-V with the def2-TZVPD basis set).

```
108
C36H50N8O10P2RbS ωB97M-V with the def2-TZVPD basis set
Rb 0.7454 -0.2226 -0.4588
C 4.6782 -0.6973 -0.5273
N 3.5975 -0.5948 0.4326
C 3.8310 -1.0767 1.7636
C 2.7229 -1.9732 2.2475
N 1.7230 -2.3999 1.5421
C 0.9759 -3.1884 2.4037
C -0.2169 -3.8641 2.1653
C -0.7583 -4.5898 3.2116
C -0.1410 -4.6349 4.4709
C 1.0379 -3.9547 4.7246
C 1.5791 -3.2333 3.6677
N 2.7039 -2.4397 3.5426
C 4.3242 0.1617 -1.7000
N 3.6153 1.2504 -1.5804
C 3.4244 1.6928 -2.8824
C 2.6976 2.7814 -3.3574
C 2.6245 2.9539 -4.7275
C 3.2588 2.0666 -5.6102
C 3.9904 0.9853 -5.1509
C 4.0637 0.8197 -3.7734
N 4.6720 -0.1353 -2.9800
H 4.7951 -1.7302 -0.8676
H 5.6490 -0.3651 -0.1204
H 3.1519 0.3119 0.3808
H 3.9621 -0.2652 2.4956
H 4.7615 -1.6544 1.7841
H -0.6904 -3.7855 1.1952
H -1.6832 -5.1338 3.0624
H -0.5981 -5.2140 5.2637
H 1.5065 -3.9867 5.7003
H 3.3675 -2.2145 4.2607
H 2.1938 3.4505 -2.6699
H 2.0581 3.7841 -5.1304
H 3.1658 2.2287 -6.6769
H 4.4665 0.2915 -5.8314
H 4.9244 -1.0806 -3.2767
C 3.9619 2.9522 1.3651
C 2.7301 3.5027 0.7366
N 1.6345 2.8266 0.4706
C 0.7687 3.7236 -0.1072
C 1.3584 4.9642 -0.1753
N 2.6076 4.7951 0.3632
C 0.9746 6.3248 -0.6246
O -0.2383 6.4780 -1.0833
O 1.7882 7.2285 -0.5349
C -0.6014 3.3319 -0.5913
O -1.3767 4.2832 -0.9120
O -0.8800 2.1261 -0.6152
H 4.3631 2.1618 0.7311
H 3.7359 2.5399 2.3496
H 4.7240 3.7232 1.4801
H 3.2780 5.5438 0.4279
H -0.7556 5.5652 -1.0378
C -1.3325 3.1096 2.6589
C -2.6334 2.6687 2.0245
C -3.8257 3.4665 2.5030
O -2.9245 1.2763 2.3696
P -2.1731 0.0686 1.6552
O -0.7055 0.1306 1.7026
C -2.9173 -0.0053 0.0089
P -2.2396 -1.2511 -1.1054
O -1.2701 -2.1515 -0.4575
O -3.4795 -2.0306 -1.7413
C -3.6851 -3.4352 -1.4275
C -5.1725 -3.6855 -1.5447
C -2.8590 -4.2790 -2.3762
O -1.6805 -0.3639 -2.2758
C -1.3916 -0.8047 -3.6394
C -0.2164 0.0210 -4.1140
C -2.6321 -0.5931 -4.4827
O -2.8654 -1.1801 2.3387
C -2.7451 -1.5826 3.7286
C -3.9941 -1.1159 4.4510
C -1.4709 -1.1033 4.3960
H -1.1360 4.1484 2.3857
H -0.5019 2.4978 2.3105
H -1.4041 3.0418 3.7480
H -2.5560 2.7340 0.9386
H -3.9244 3.3883 3.5880
H -4.7445 3.1062 2.0402
H -3.6922 4.5158 2.2378
H -2.7875 0.9763 -0.4541
H -3.9781 -0.2070 0.1675
H -3.3502 -3.6027 -0.4016
H -5.5114 -3.4793 -2.5614
H -5.7281 -3.0481 -0.8572
H -5.3944 -4.7278 -1.3107
H -3.1530 -4.0774 -3.4087
H -3.0158 -5.3401 -2.1733
H -1.7990 -4.0592 -2.2535
H -1.1151 -1.8619 -3.5986
H -0.4515 1.0834 -4.0286
H -0.0054 -0.2093 -5.1600
H 0.6807 -0.2123 -3.5439
H -2.8966 0.4656 -4.4853
H -3.4750 -1.1684 -4.1034
H -2.4296 -0.9008 -5.5102
H -2.7214 -2.6715 3.6795
H -4.0259 -0.0258 4.4762
H -3.9989 -1.4925 5.4757
H -4.8880 -1.4780 3.9426
H -1.4459 -0.0144 4.4677
H -0.5917 -1.4357 3.8487
H -1.4379 -1.5196 5.4051
S 4.3706 -3.4432 -3.3011
C 2.9992 -2.5997 -2.8766
N 2.0702 -1.9568 -2.5925
```

Results
Total charge: -1
Gap between HOMO and LUMO: 6.88 eV
E_HOMO: -5.2 eV



Electronic energy for every record listed, in sequence, given in hartree: -9480.741784 -3400.783826 -2550.865998 -3697.788606.
Relative energy (zero: lowest compared OMol25 entry of this formula, charge and spin) for every record listed, in sequence, given in eV: 0.000 2.138 1.559 0.000.